Entry 1:
Entry from the Open Molecules 2025 dataset: a molecular structure, C11H17BIrN5O2S3 (ωB97M-V with the def2-TZVPD basis set).

<S²>: 0.77
HOMO-LUMO gap (spin up / spin down): 0.241 / 0.248 Eh

ORCA input file:
```
! RIJCOSX wB97M-V def2-TZVPD def2/J DEFGRID3
* xyz 1 2
H -1.84236 2.05864 -0.23696
N -3.01997 0.51828 0.20428
C 2.11303 -1.36082 1.07749
H 4.00071 4.73367 0.50856
C 1.14844 4.95814 0.09660
B 1.03909 1.69704 0.21096
O 2.38118 1.79750 0.32531
H 0.13185 5.34361 0.16793
H 1.32661 4.64280 -0.92998
S -1.95225 -1.23642 -1.50405
H 1.83288 5.77346 0.32746
C 2.70579 -1.22936 -0.15810
C 0.93696 4.25708 2.47763
H 3.62360 3.60122 2.86840
H 4.21702 2.10550 2.14592
H 2.64451 2.12801 2.94014
H 3.37366 3.89437 -0.91781
Ir -0.09667 0.13044 -0.57040
H -3.73450 0.83804 0.84185
C 1.31744 3.81191 1.07791
H -5.15000 -0.80951 0.04095
H -1.56012 1.43235 1.22812
C 2.70886 3.06331 0.97774
N 5.16338 -1.84416 -0.59603
S 1.80778 -0.62728 -1.47291
N -4.37273 -1.18513 -0.47781
C 4.06360 -1.57933 -0.40165
C 2.77556 -1.89492 2.21810
C 3.73330 3.75927 0.09967
C 3.32654 2.70841 2.31998
H 1.64017 5.00371 2.84606
N -1.76944 1.17161 0.26452
O 0.34420 2.78025 0.67759
H -0.05222 4.71432 2.45525
H -4.52946 -2.01135 -1.03171
S 0.46711 -0.94039 1.29317
H 0.91893 3.42687 3.17988
H 4.63717 3.15258 0.06104
C -3.17758 -0.60329 -0.52448
N 3.28214 -2.31742 3.15842
*
```



Entry 2:
Entry from the Open Molecules 2025 dataset: C2H6N4O2 in the gas phase (ωB97M-V with the def2-TZVPD basis set).

SMILES: [H]/N=C(/NO)O/C(N)=N/[H]
HOMO-LUMO gap: 0.345 Eh

ORCA input file:
```
! RIJCOSX wB97M-V def2-TZVPD def2/J DEFGRID3
* xyz 0 1
N 1.04007 1.34499 -1.49812
H -1.55374 1.72388 1.61859
H 1.93868 1.33913 -1.92603
H -0.02874 -1.91145 -0.41626
N 1.31433 -0.75116 -0.56320
O -0.91381 -2.04651 0.00221
H -1.33290 -1.69701 1.91206
N -0.79997 -1.28919 1.14997
H 2.25835 -0.67339 -0.94527
C -1.04480 0.05053 1.00960
H 0.59807 2.27370 -1.38222
N -1.60329 0.72746 1.93526
C 0.68690 0.31263 -0.72744
O -0.55914 0.59639 -0.16914
*
```



We obtain total energy values of -2177.24545 -449.25926 Eh for the records listed above, in that order.